DFT (ωB97M-V with the def2-TZVPD basis set) results for C22H40ClN5O8P2S as an isolated structure in a non-equilibrium geometry.

E = -3279.11586 hartree
gap between HOMO and LUMO = 7.5 eV
charge = 0
lowest unoccupied orbital energy = -0.73 eV

Geometry (Å):
Cl 2.98 -2.18 0.61
S -0.90 0.32 0.60
P -1.89 -3.71 3.57
P 3.90 1.54 -3.52
O -1.66 4.16 -1.46
O 4.41 3.03 -3.66
O 4.93 0.67 -2.93
O 3.65 1.13 -5.04
O 2.32 4.75 -2.79
O -2.70 -2.55 3.06
O 1.37 2.49 -4.53
O 3.74 -1.76 -1.83
N -1.29 -4.39 2.13
N -3.15 -4.58 4.38
N 0.70 0.24 0.42
N -1.32 1.00 -0.78
N -0.72 -4.46 4.54
C -1.32 2.34 -3.57
C 3.58 5.16 -0.82
C -2.70 2.43 -2.90
C -1.32 4.19 -0.09
C 1.12 3.90 -4.71
C 3.45 -1.20 -0.83
C 3.40 0.31 -0.61
C -2.85 3.42 -1.73
C 1.09 4.76 -3.48
C -0.92 -4.61 5.99
C 1.12 1.95 -3.30
C 2.23 0.87 -1.39
C 2.30 1.44 -2.63
C -0.76 -3.43 1.16
C -3.70 -5.83 3.88
C 2.20 5.28 -1.49
C 0.66 -4.66 4.11
C -4.21 -3.74 4.93
C -1.57 -5.69 1.58
C -0.14 1.85 -2.76
C -0.20 1.24 -1.49
C 0.94 0.77 -0.77
H -3.22 2.89 -0.86
H -1.80 5.02 0.43
H 0.95 -3.98 3.31
H 4.84 3.32 -2.85
H 0.90 5.78 -3.82
H -3.42 2.69 -3.68
H 1.49 4.67 -0.93
H 1.90 6.34 -1.51
H -1.57 -6.46 2.36
H -0.25 4.33 0.03
H -2.98 1.43 -2.57
H -3.63 4.14 -1.99
H 0.19 4.03 -5.27
H 1.36 -4.49 4.93
H -1.49 -2.66 0.90
H -1.60 3.28 0.44
H -1.70 -3.96 6.36
H 0.26 4.53 -2.80
H -1.43 1.64 -4.40
H -4.96 -3.46 4.18
H -0.46 -3.92 0.23
H -0.01 -4.35 6.54
H 3.71 5.98 -0.12
H -0.78 -5.99 0.89
H -1.18 -5.64 6.22
H 3.62 4.24 -0.24
H -4.72 -4.28 5.74
H -3.81 -2.83 5.35
H -4.50 -6.17 4.53
H 3.18 0.46 0.45
H -2.95 -6.62 3.90
H 4.35 5.17 -1.58
H 1.91 4.26 -5.36
H 4.34 0.79 -0.82
H 0.79 -5.68 3.76
H 3.56 0.17 -5.05
H -4.11 -5.74 2.86
H -1.13 3.31 -4.03
H 0.13 -2.93 1.56
H -2.53 -5.73 1.04

***

DFT (ωB97M-V with the def2-TZVPD basis set) results for C22H40O13V as an isolated structure in a non-equilibrium geometry.

E = -2784.35474 hartree
gap between HOMO and LUMO (spin up / spin down) = 7.6 / 7.5 eV
spin multiplicity = 2
charge = 0
lowest unoccupied orbital energy (spin up / spin down) = 0.14 / 0.14 eV

Geometry (Å):
V 21.45 -2.64 -26.42
O 23.58 -3.22 -27.10
O 20.09 -1.42 -25.22
O 20.56 -3.21 -28.35
O 17.74 -4.96 -26.65
O 24.64 -4.85 -28.22
O 23.36 0.96 -28.45
O 21.63 -6.39 -20.97
O 21.36 -4.05 -25.72
O 22.92 -1.88 -24.84
O 22.10 -5.33 -22.91
O 22.31 -0.78 -27.46
O 17.24 -7.13 -26.17
O 23.95 -3.09 -23.22
C 18.00 -6.25 -26.53
C 20.22 -4.57 -21.58
C 21.75 1.62 -26.96
C 19.55 -0.28 -24.58
C 23.61 -1.84 -21.33
C 21.36 -5.57 -21.80
C 23.31 -2.02 -23.68
C 25.45 -4.85 -29.44
C 16.59 -4.33 -26.03
C 24.25 -3.54 -28.01
C 23.18 -1.04 -22.53
C 21.97 2.78 -27.91
C 19.42 -6.63 -27.01
C 23.14 -6.24 -23.23
C 24.94 -2.60 -29.00
C 19.75 -3.51 -29.47
C 24.36 -2.95 -21.91
C 23.29 2.41 -28.60
C 23.60 -5.84 -24.65
C 22.48 0.47 -27.63
C 16.96 -3.47 -24.81
C 25.34 -3.48 -30.11
H 20.24 -6.32 -26.37
H 22.80 -2.22 -20.70
H 17.37 -4.05 -23.98
H 19.32 -2.57 -29.81
H 24.22 -1.18 -20.70
H 24.31 -1.77 -29.33
H 19.57 -6.16 -27.98
H 17.65 -2.67 -25.06
H 22.09 -0.93 -22.49
H 19.21 -4.79 -21.94
H 18.74 -0.48 -23.88
H 23.76 -0.12 -22.64
H 24.17 2.80 -28.09
H 20.10 -4.46 -20.50
H 24.20 -3.85 -21.31
H 22.11 1.87 -25.96
H 16.03 -2.93 -24.61
H 21.25 2.74 -28.72
H 15.75 -4.96 -25.74
H 22.74 -7.25 -23.37
H 16.12 -3.71 -26.79
H 19.47 -7.71 -27.17
H 24.63 -3.59 -30.93
H 21.87 3.78 -27.50
H 22.77 -5.97 -25.35
H 19.09 0.47 -25.21
H 23.94 -4.81 -24.82
H 26.49 -5.08 -29.21
H 19.02 -4.30 -29.29
H 25.87 -2.23 -28.55
H 20.72 1.25 -26.94
H 23.97 -6.13 -22.54
H 20.30 0.31 -24.06
H 26.33 -3.28 -30.52
H 20.34 -3.93 -30.29
H 24.37 -6.51 -25.01
H 25.14 -5.63 -30.14
H 20.49 -3.61 -22.01
H 23.33 2.81 -29.62
H 25.43 -2.74 -21.90

***

DFT (ωB97M-V with the def2-TZVPD basis set) results for C22H41BO2PPdS as an isolated structure in a non-equilibrium geometry.

E = -1905.65322 hartree
gap between HOMO and LUMO (spin up / spin down) = 5.0 / 6.3 eV
ΔE to the lowest compared entry with this formula, charge and spin = 0.0 kcal/mol
spin multiplicity = 3
charge = -1
lowest unoccupied orbital energy (spin up / spin down) = 2.77 / 2.76 eV

Geometry (Å):
Pd -0.82 -0.03 0.88
S -2.30 0.45 2.67
P -0.82 -1.38 -1.11
O 2.33 0.00 1.34
O 1.73 1.94 0.43
C 3.64 1.56 -0.93
C -3.38 4.04 1.28
C -0.91 -0.56 -2.78
C 1.91 -2.20 -1.44
C 3.22 1.95 0.40
C 3.51 1.44 2.92
C -1.22 -1.44 -3.93
C 0.04 -1.75 2.71
C -4.58 4.24 1.93
C -3.26 1.82 2.12
C -3.57 -1.17 -1.11
C 0.21 0.41 -3.14
C -2.72 2.84 1.39
C 3.44 0.84 1.51
C -5.18 3.15 2.57
C 0.04 -4.01 -1.84
C 3.73 3.34 0.71
C -4.55 1.94 2.60
C -2.51 -2.25 -1.07
C -2.67 -3.11 0.25
C 4.71 0.03 1.23
C 0.44 -2.71 -1.11
B 1.18 0.73 0.95
H -0.89 -2.19 2.45
H 3.22 0.60 3.56
H 1.18 -0.06 -3.49
H -4.58 -1.54 -1.36
H 0.45 -2.98 0.03
H 4.72 1.70 -1.12
H 3.56 3.96 -0.17
H 2.62 -2.98 -1.00
H 3.12 2.08 -1.71
H -3.37 -0.41 -1.93
H -1.32 -0.92 -4.86
H 2.11 -2.05 -2.48
H -2.63 -2.90 -1.93
H 2.75 2.25 2.96
H 0.87 -2.37 2.41
H -5.08 1.04 3.04
H -6.13 3.20 2.95
H 4.83 3.30 0.81
H -2.99 4.85 0.72
H -3.59 -0.64 -0.18
H -2.53 -2.42 1.14
H 0.75 -4.78 -1.62
H -2.09 -2.08 -3.73
H -3.67 -3.63 0.26
H -0.37 -2.13 -4.04
H -5.06 5.24 1.90
H -0.12 1.05 -3.91
H 3.27 3.69 1.64
H -1.95 -3.98 0.26
H 4.48 1.90 3.11
H 4.72 -0.53 0.26
H 0.10 -1.13 3.61
H 2.13 -1.28 -0.83
H -0.03 -3.84 -2.93
H 4.91 -0.74 1.96
H 3.46 0.46 -1.11
H -1.75 2.74 1.02
H -0.95 -4.28 -1.53
H 5.58 0.65 1.19
H -1.80 0.01 -2.55
H 0.41 1.01 -2.23

***

DFT (ωB97M-V with the def2-TZVPD basis set) results for C22H41BrCeNP3Se as an isolated structure in a non-equilibrium geometry.

E = -7391.13727 hartree
gap between HOMO and LUMO (spin up / spin down) = 6.0 / 3.9 eV
spin multiplicity = 2
charge = +3
lowest unoccupied orbital energy (spin up / spin down) = -10.60 / -12.56 eV

Geometry (Å):
Ce -1.00 0.55 -0.81
Br -3.40 2.09 4.91
Se 1.13 2.53 -1.47
P 1.33 -1.32 -1.73
P -1.62 -1.96 0.66
P 1.21 -0.19 1.33
N -1.91 2.03 1.00
C -2.05 3.32 0.61
C -0.88 3.59 -4.88
C 1.83 3.46 -4.07
C -2.30 -2.87 -0.80
C 2.53 1.11 1.30
C 0.97 -1.33 -3.52
C 1.48 3.87 -5.36
C -3.11 -1.83 1.72
C -3.81 1.72 -5.49
C 0.65 0.05 3.08
C -3.10 3.87 2.69
C -2.68 4.26 1.42
C 2.32 -1.65 1.61
C -2.89 2.56 3.13
C 0.78 3.07 -3.21
C -0.74 -3.31 1.54
C 3.07 -0.72 -1.79
C 0.14 3.92 -5.79
C -0.57 3.16 -3.60
C -2.28 1.65 2.26
C -3.67 2.73 -6.37
C 1.59 -3.12 -1.44
H 3.21 0.99 2.16
H 0.74 -0.32 -3.87
H -1.32 0.70 -2.63
H -0.33 -2.93 2.49
H -2.06 0.62 2.55
H -1.93 3.68 -5.13
H -3.79 1.81 -4.38
H -3.03 -3.61 -0.45
H -1.50 -3.39 -1.35
H 3.63 -0.93 -0.86
H 0.08 -3.70 0.94
H 2.87 3.42 -3.71
H -2.80 -2.16 -1.48
H 0.63 -3.64 -1.35
H -3.78 -1.07 1.31
H 2.90 -1.53 2.55
H -2.81 5.28 1.05
H 0.11 -1.99 -3.76
H -3.46 3.77 -6.07
H -2.81 -1.52 2.72
H 2.15 -3.30 -0.51
H 0.02 -0.80 3.39
H -0.08 4.23 -6.81
H -3.57 4.58 3.34
H 3.09 1.02 0.36
H 2.27 4.16 -6.06
H 2.05 2.09 1.32
H 3.07 0.37 -1.95
H 2.15 -3.57 -2.27
H 1.85 -1.72 -4.06
H -3.66 -2.78 1.80
H 3.59 -1.21 -2.62
H -1.58 3.56 -0.35
H -3.98 0.70 -5.88
H 3.03 -1.77 0.78
H -3.77 2.61 -7.46
H -1.36 2.93 -2.87
H 1.52 0.14 3.75
H -1.40 -4.15 1.79
H 1.72 -2.57 1.69
H 0.04 0.96 3.14

***

DFT (ωB97M-V with the def2-TZVPD basis set) results for C22H41BrIrNP3Se as an isolated structure in a non-equilibrium geometry.

E = -7019.77922 hartree
gap between HOMO and LUMO (spin up / spin down) = 4.8 / 3.8 eV
ΔE to the lowest compared entry with this formula, charge and spin = 0.0 kcal/mol
spin multiplicity = 6
charge = +4
lowest unoccupied orbital energy (spin up / spin down) = -11.35 / -15.63 eV

Geometry (Å):
Ir -0.14 -0.13 0.04
Br -2.96 1.87 4.73
Se 1.18 2.29 -1.37
P 1.15 -1.22 -1.42
P -1.54 -1.85 0.47
P 1.58 -0.21 1.67
N -1.39 1.42 0.92
C -3.06 3.44 -7.18
C -2.89 3.38 2.29
C 1.00 -0.07 3.40
C 2.88 -0.61 -1.66
C -1.42 2.74 -4.71
C -2.45 2.23 2.93
C -1.82 2.55 0.29
C 1.41 -3.03 -1.22
C -1.00 2.25 -3.47
C -0.58 3.51 -5.51
C -3.94 2.48 -6.89
C -2.17 -2.68 -1.03
C -3.07 -1.43 1.38
C 2.76 1.19 1.52
C 1.20 3.26 -3.92
C 2.64 -1.72 1.76
C 0.74 3.76 -5.12
C -2.55 3.54 0.95
C 0.54 -1.12 -3.16
C -0.75 -3.12 1.53
C -1.72 1.28 2.22
C 0.33 2.55 -3.08
H -3.06 4.41 -6.66
H -3.56 -0.57 0.90
H 2.00 -2.61 1.90
H -2.88 -1.17 2.43
H 2.87 0.38 -2.13
H 0.50 0.89 3.56
H 1.41 4.34 -5.76
H -1.52 2.73 -0.75
H 0.30 -0.89 3.64
H 2.19 2.13 1.51
H -1.47 -3.89 1.81
H -2.89 -3.47 -0.77
H 1.86 -0.14 4.08
H -1.68 1.68 -2.84
H 3.39 -1.33 -2.32
H 2.24 3.46 -3.59
H -2.35 3.37 -8.01
H -4.81 2.69 -6.25
H 2.01 -3.36 -2.08
H -0.37 -2.66 2.45
H -0.51 -1.44 -3.23
H -2.42 2.51 -5.05
H 3.43 1.19 2.39
H 3.36 1.12 0.61
H -3.78 -2.27 1.36
H -1.38 -3.12 -1.64
H -2.70 -1.93 -1.64
H -2.83 4.44 0.40
H 0.63 -0.10 -3.56
H 3.44 -0.55 -0.72
H 3.30 -1.63 2.64
H 0.47 -3.59 -1.23
H 3.26 -1.84 0.87
H -1.41 0.37 2.73
H -0.97 3.93 -6.44
H 1.96 -3.26 -0.31
H 1.16 -1.80 -3.77
H -3.91 1.48 -7.36
H 0.07 1.12 -1.47
H -3.48 4.10 2.82
H 0.08 -3.61 1.02

***

DFT (ωB97M-V with the def2-TZVPD basis set) results for C22H41CdCl8FO22S as an isolated structure in a non-equilibrium geometry.

E = -6865.52955 hartree
gap between HOMO and LUMO = 9.3 eV
charge = 0
lowest unoccupied orbital energy = -0.01 eV

Geometry (Å):
Cd -0.04 -0.47 -1.26
Cl 4.97 -1.05 2.30
Cl 0.25 -4.11 -0.55
Cl -2.45 1.18 4.79
Cl -2.06 -2.46 6.10
Cl -3.81 2.57 2.67
Cl 2.42 -5.05 1.10
Cl -0.80 -3.85 3.89
Cl 3.59 -3.06 3.91
S 0.40 -0.24 1.32
F 1.57 2.70 5.51
O 2.37 -0.49 6.07
O 1.08 0.89 1.96
O -3.28 -3.08 -2.23
O -2.93 1.47 -3.74
O -2.63 5.15 -0.19
O 2.34 1.42 -3.60
O 1.10 -1.55 -2.73
O 1.12 1.16 -1.81
O 1.22 -0.88 0.27
O -1.56 0.64 -2.29
O -3.58 1.39 -1.67
O -0.61 4.98 -1.11
O 3.42 1.41 5.58
O -3.13 -3.01 -0.10
O 2.61 -2.74 -3.85
O 4.42 -0.18 6.79
O -0.74 0.26 0.51
O 3.29 1.42 -1.62
O -1.53 -2.04 -1.33
O 0.51 -2.77 -4.45
O -0.03 -1.18 2.37
O -1.06 4.33 0.97
C -2.54 -2.67 -1.22
C -3.15 5.90 -1.25
C -2.49 -2.57 1.12
C -1.39 -2.31 4.45
C 2.15 1.58 5.01
C 3.50 0.24 6.22
C 3.61 1.75 -4.11
C 0.82 -4.28 1.13
C -1.34 4.87 -0.18
C 3.33 1.64 -0.19
C -2.72 -3.18 -3.51
C 1.39 0.33 5.43
C 0.24 3.89 1.35
C 1.42 -2.27 -3.62
C -3.58 0.89 -0.30
C 2.19 1.34 -2.30
C -2.63 1.12 -2.52
C 3.44 -1.83 2.65
C 3.70 -2.20 -3.07
C 0.83 -3.78 -5.40
C -2.34 1.73 3.09
C -4.14 2.07 -4.13
H 0.72 3.26 0.60
H -4.17 6.21 -1.02
H -3.43 -3.51 -4.27
H -4.28 2.12 -5.20
H -1.48 2.38 3.00
H 1.58 -4.54 -5.22
H -3.05 -0.05 -0.27
H -1.45 -2.87 1.21
H -2.57 6.79 -1.47
H -5.03 1.60 -3.69
H -2.45 -1.48 1.11
H 3.52 0.68 0.26
H 0.89 4.73 1.61
H 0.85 -3.29 1.57
H 0.87 -0.16 4.61
H 4.02 2.63 -3.62
H -3.06 -3.00 1.93
H -2.96 1.60 0.23
H -1.89 -3.89 -3.55
H 1.09 -3.30 -6.35
H 4.08 2.40 -0.01
H 2.76 -1.08 3.04
H 4.37 0.98 -4.02
H -4.20 3.05 -3.65
H -0.54 -1.64 4.47
H 2.37 2.06 0.12
H 3.57 2.03 -5.16
H -2.18 -1.90 3.82
H 0.62 0.58 6.17
H 0.09 -4.89 1.65
H 3.01 -2.19 1.72
H 3.81 -1.17 -3.45
H -4.61 0.96 0.01
H -2.38 -2.22 -3.91
H -3.29 5.32 -2.17
H 2.19 1.66 3.92
H 3.38 -2.15 -2.03
H -0.13 -4.25 -5.61
H 0.09 3.31 2.25
H 4.65 -2.69 -3.25
H -2.11 0.88 2.44